# 1
21
Properties=species:S:1:pos:R:3:mulliken_charge:R:1 method="wB97M-V/def2-TZVPD" homo_energy_ha=-0.1667 charge=-1 de_lowest_kcal_mol=0.0 energy_ev=-90332.016 homo_lumo_gap_ev=7.74
O 1.76673 1.73967 -0.06156 -0.598
C 1.93018 0.43204 0.47595 -0.011
C 0.63163 -0.35180 0.61181 -0.922
B -0.55095 -0.02292 -0.50370 0.878
O -1.40121 -1.24988 -0.71879 -0.578
C -2.62680 -1.03251 -0.10897 -0.593
C -2.74878 0.47773 -0.20969 -0.013
Br -4.20750 1.16246 0.94254 -0.326
O -1.54038 0.96178 0.12083 -0.632
C 2.95575 -0.26314 -0.38531 0.618
F 3.30865 -1.46636 0.15558 -0.280
F 4.11188 0.46663 -0.48123 -0.294
F 2.52609 -0.50363 -1.65427 -0.256
H 1.60908 2.31573 0.67572 0.334
H 2.40312 0.51974 1.45348 0.389
H 0.83760 -1.41513 0.57254 0.339
H 0.21601 -0.08771 1.57801 0.283
H -0.11366 0.44848 -1.53865 -0.282
H -2.62069 -1.35380 0.93348 0.282
H -3.44386 -1.52247 -0.63488 0.315
H -3.04290 0.74509 -1.22290 0.348

# 2
79
Properties=species:S:1:pos:R:3:mulliken_charge:R:1 method="wB97M-V/def2-TZVPD" homo_energy_ha=-0.2989 energy_ev=-46577.127 homo_lumo_gap_ev=7.55
C -0.09622 4.47344 2.72654 -1.048
C 0.51259 4.27341 1.30413 0.283
C -0.28772 4.94218 0.14915 -0.853
C -1.66679 4.27554 -0.19988 -0.846
C -1.97144 2.94450 0.52525 0.768
C -3.05126 2.16808 -0.31399 -0.256
C -3.87491 1.16820 0.53670 -1.512
C -3.12118 -0.19417 0.78871 -0.316
C -2.33289 -0.04386 2.13633 0.677
C -1.85898 -1.40604 2.73238 -1.285
C -0.32290 -1.63792 2.66697 -0.487
C 0.51301 -0.50371 3.29987 -0.148
C 2.05250 -0.61169 3.06194 -1.122
C 2.44862 -0.99748 1.64176 0.578
C 3.47488 -1.87504 1.36661 0.177
C 4.32289 -2.52444 2.48588 -1.304
N 3.52387 -3.30298 3.45820 -0.497
C 3.80906 -2.23102 -0.00739 -1.170
C 3.20356 -1.73460 -1.13048 0.108
C 3.73268 -2.21458 -2.50137 0.315
C 3.91208 -3.78873 -2.39709 -1.477
C 2.77870 -1.97002 -3.69742 -0.942
C 1.39656 -2.67756 -3.58612 -0.962
C 2.14592 -0.77370 -0.90336 1.098
N 1.44830 -0.13461 -1.83836 -0.409
S 0.37868 0.79588 -1.03101 0.056
N 0.78330 0.43984 0.48953 -0.313
C 1.78620 -0.44702 0.48704 0.329
H 0.74158 4.59863 3.43448 0.360
H -0.81304 5.30542 2.75848 0.309
H -0.57303 3.51934 3.02305 0.178
H 0.72090 3.21880 1.05477 -0.367
H 1.50598 4.76819 1.31073 0.475
H -0.45703 5.99444 0.44350 0.326
H 0.39844 4.98300 -0.71930 0.342
H -2.44894 4.98918 0.12776 0.341
H -1.75357 4.21000 -1.29842 0.258
H -2.35600 3.12799 1.54074 0.513
H -1.10843 2.26393 0.60357 -0.904
H -3.74981 2.92870 -0.71023 0.396
H -2.52666 1.67448 -1.15412 0.038
H -4.83322 0.90855 0.05189 0.460
H -4.09916 1.64870 1.50638 0.532
H -3.85996 -1.01320 0.83628 0.549
H -2.40391 -0.38533 -0.03324 0.165
H -3.04954 0.38255 2.86294 0.382
H -1.51286 0.65869 1.93261 -0.821
H -2.34081 -2.20767 2.13746 0.388
H -2.24059 -1.54611 3.76181 0.393
H -0.04682 -1.88727 1.62926 0.276
H -0.11431 -2.54989 3.26408 0.467
H 0.19992 0.51127 3.01417 -0.408
H 0.35612 -0.57490 4.39600 0.689
H 2.48870 0.38739 3.27936 0.321
H 2.48334 -1.28276 3.81639 0.299
H 4.88548 -1.70924 2.97812 0.380
H 5.04837 -3.17963 1.96699 0.361
H 3.64609 -4.28370 3.22770 0.240
H 3.91100 -3.11426 4.37845 0.216
H 4.62876 -2.95067 -0.12336 0.152
H 4.75115 -1.82322 -2.66601 0.395
H 3.12201 -4.21898 -1.75553 0.414
H 3.75915 -4.21357 -3.40196 0.392
H 4.88360 -4.08041 -1.97303 0.368
H 2.63865 -0.88041 -3.81489 0.379
H 3.33130 -2.27674 -4.60678 0.605
H 1.31710 -3.42545 -4.39504 0.333
H 1.23122 -3.13905 -2.60202 0.308
H 0.60802 -1.92987 -3.78049 0.110
N -3.03076 -0.06623 -3.26442 0.156
C -4.28823 -0.11324 -2.72738 -0.243
C -5.18858 0.02578 -3.75015 -0.719
C -4.44478 0.15671 -4.95346 -0.510
C -3.11778 0.09337 -4.62116 -0.480
H -2.17478 -0.13843 -2.74318 0.190
H -4.43191 -0.23982 -1.66722 0.342
H -6.26152 0.03189 -3.64800 0.415
H -4.83945 0.28228 -5.94850 0.393
H -2.23047 0.14888 -5.22963 0.398

# 3
23
Properties=species:S:1:pos:R:3:mulliken_charge:R:1 method="wB97M-V/def2-TZVPD" homo_energy_ha=-0.2750 de_lowest_kcal_mol=0.0 energy_ev=-25579.171 homo_lumo_gap_ev=8.33
C -1.65838 -0.48487 2.57550 -0.431
C -1.53136 0.21969 1.37047 -0.913
C -0.77734 -1.44372 2.94306 -0.612
C 0.27892 -1.36045 0.77921 -0.176
C -0.49898 -0.22842 0.48257 0.343
C 0.20572 -1.89756 2.00259 0.550
C 2.40836 -1.13115 -0.37274 -0.246
C 2.19862 -0.16596 -1.27745 -0.841
C 0.97409 -1.68098 -0.47545 -0.093
C 0.71504 -0.55997 -1.46389 -0.346
C -0.83295 1.44444 -1.22387 -1.215
N -0.24259 0.27860 -0.76481 0.265
Cl 1.40658 -3.12317 2.47325 -0.227
H -2.45022 -0.10732 3.18973 0.371
H -2.13260 1.06655 1.14899 0.400
H -0.79883 -1.84082 3.98638 0.333
H 3.31278 -1.29709 0.39500 0.256
H 2.65633 0.63656 -1.67675 0.557
H 0.89480 -2.76594 -0.72455 0.485
H 0.31704 -0.73785 -2.52014 0.374
H -1.83740 1.33140 -1.55549 0.380
H -0.76041 2.23933 -0.43469 0.386
H -0.38510 1.98046 -2.03209 0.399

# 4
24
Properties=species:S:1:pos:R:3:mulliken_charge:R:1 method="wB97M-V/def2-TZVPD" homo_energy_ha=-0.2754 de_lowest_kcal_mol=204.6 energy_ev=-21936.418 homo_lumo_gap_ev=8.20
C 0.56746 0.55747 0.06314 0.482
C -2.77707 -0.48521 -1.44709 -0.756
C 3.31340 0.86053 -1.75477 -0.596
C 2.69932 -1.58508 1.67054 -0.671
C -2.06979 1.17007 0.07779 0.177
C 1.83225 -0.00032 -0.00198 0.013
N -0.67363 0.48701 0.10665 -0.391
O -2.52727 0.87726 -1.20295 -0.367
O 2.44027 -0.10927 -1.27090 -0.345
O 2.63634 -0.20184 1.09357 -0.368
Si -3.19880 0.40967 1.54211 0.409
H -2.86290 -0.58110 -2.54508 0.215
H -3.71058 -0.85544 -1.12457 0.281
H -1.84406 -0.98296 -1.07711 0.377
H 4.31513 0.89945 -1.32062 0.263
H 2.95587 1.94503 -1.75062 0.256
H 3.35410 0.42836 -2.76837 0.238
H 1.84934 -1.72668 2.42926 0.244
H 3.56223 -1.67557 2.24644 0.282
H 2.56839 -2.43934 1.01820 0.317
H -2.08664 2.34419 0.20879 0.277
H -3.14928 1.46548 2.51519 -0.143
H -2.49130 -0.80539 1.78256 -0.106
H -4.70281 0.00367 1.50982 -0.088

# 5
123
Properties=species:S:1:pos:R:3:mulliken_charge:R:1 method="wB97M-V/def2-TZVPD" homo_energy_ha=-0.3351 energy_ev=-73662.860 homo_lumo_gap_ev=9.57
C -7.52266 1.25558 2.80878 0.106
O -7.50159 1.57463 3.94791 -0.604
N -7.11522 1.97173 1.79084 0.122
C -7.13011 1.59808 0.42899 -0.882
C -6.60568 3.23967 2.04224 -1.033
H -7.94731 0.34346 2.43986 0.394
H -7.75607 2.36366 -0.11004 0.309
H -7.61421 0.64768 0.34316 0.293
H -6.13132 1.56133 0.09630 0.317
H -6.54276 3.42374 3.12364 0.311
H -5.65693 3.25575 1.57984 0.363
H -7.31233 4.01767 1.68180 0.305
C -2.92054 -4.07763 -4.70014 0.029
O -2.64820 -4.48113 -5.80148 -0.604
N -2.82412 -4.76925 -3.57825 0.194
C -2.47106 -6.23227 -3.71117 -1.020
C -3.08294 -4.20655 -2.24947 -0.845
H -3.20984 -3.00557 -4.61979 0.354
H -2.40491 -6.55886 -2.69520 0.420
H -1.49748 -6.29905 -4.21971 0.299
H -3.10100 -6.86430 -4.34054 0.305
H -2.19220 -3.94622 -1.66396 0.082
H -3.62741 -3.27276 -2.31009 0.297
H -3.77667 -5.01204 -1.78624 0.441
C 5.52245 2.17554 2.34215 0.881
O 6.43690 2.09839 1.57063 -0.669
N 5.56335 2.73550 3.61669 0.020
C 6.78746 3.26270 4.11411 -0.977
C 4.40352 2.55734 4.46133 -0.742
H 4.53107 1.69265 2.24913 -0.195
H 6.60440 4.23276 4.46065 0.350
H 7.48468 3.22571 3.27734 0.274
H 7.07485 2.57787 4.89732 0.341
H 3.68312 1.83758 4.03594 0.199
H 4.79321 2.07777 5.38967 0.311
H 3.87023 3.49915 4.61113 0.280
C 0.75368 -3.49298 -2.08757 0.189
O -0.31015 -2.90819 -1.85058 -0.565
N 1.52489 -3.40447 -3.16070 0.181
C 2.84256 -4.01671 -3.07593 -0.956
C 1.34013 -2.30806 -4.09398 -0.941
H 1.11892 -4.26486 -1.45162 0.138
H 2.82599 -4.65254 -2.19192 0.337
H 3.64316 -3.26435 -3.05733 0.316
H 3.05987 -4.53160 -3.94736 0.401
H 0.30882 -2.32425 -4.57610 0.194
H 1.48570 -1.38038 -3.58512 0.343
H 2.10131 -2.40549 -4.85461 0.409
C 1.28351 -3.91616 1.72097 0.230
O 1.88875 -4.23010 0.70215 -0.633
N 0.08721 -4.36019 2.04468 0.215
C -0.51616 -4.08865 3.35379 -0.976
C -0.68378 -4.94355 0.94643 -0.748
H 1.74233 -3.19823 2.39552 0.304
H -1.27511 -3.40067 3.32424 0.325
H 0.30468 -3.75482 3.98963 0.358
H -0.82593 -5.05227 3.75349 0.328
H -1.19642 -5.88859 1.23884 0.357
H -1.35587 -4.16037 0.56713 0.070
H -0.06096 -5.17808 0.11527 0.213
O -4.86691 -0.40492 0.18022 -0.635
C -3.72950 -0.66198 -0.07307 0.276
N -3.20264 -0.34033 -1.32179 -0.101
C -2.84374 -1.49805 0.84134 0.371
H -3.82900 -0.06417 -2.04717 0.264
H -2.25952 -0.71983 -1.57494 -0.014
H -2.60950 -0.89525 1.76361 -0.039
H -1.91086 -1.91163 0.43648 -0.379
H -3.51903 -2.34074 1.16321 0.195
O -0.87025 5.14158 -3.66332 -0.751
C -1.04716 4.21729 -2.90079 0.873
N -0.05533 3.63879 -2.13553 0.122
C -2.34268 3.51434 -2.95725 -1.032
H -0.06553 2.67848 -1.65335 0.351
H 0.88324 4.08615 -2.20615 0.038
H -3.02762 4.16021 -3.49968 0.376
H -2.58990 3.19494 -1.94026 0.269
H -2.14581 2.69120 -3.72026 0.218
O -2.56305 -0.77666 4.18411 -0.531
C -3.73756 -0.57508 4.46552 0.582
N -4.10420 0.22886 5.57802 -0.563
C -4.78698 -1.15898 3.62628 -0.506
H -3.44449 0.96822 5.73840 0.274
H -5.06424 0.61990 5.58673 0.268
H -5.13245 -0.47530 2.80758 -0.052
H -5.56540 -1.53646 4.26331 0.466
H -4.34723 -2.05523 3.14142 0.102
O 4.71297 0.67868 -2.05658 -0.687
C 4.21230 1.79035 -2.18169 0.729
N 4.33841 2.72280 -1.20696 -0.122
C 3.23623 2.23413 -3.26293 -0.857
H 4.95458 2.55372 -0.34738 0.041
H 3.90832 3.59289 -1.42079 0.326
H 3.27053 1.53365 -4.10080 0.356
H 3.43411 3.20511 -3.72977 0.346
H 2.18616 2.26392 -2.89576 0.018
O 2.64855 4.85690 -2.15701 -0.837
C 2.62720 5.96446 -2.59516 0.809
N 1.53692 6.56706 -3.06064 -0.251
C 3.86147 6.79677 -2.58223 -1.360
H 1.54079 7.49613 -3.40923 0.185
H 0.69484 6.04773 -3.15065 0.147
H 3.63432 7.52418 -1.79753 0.338
H 4.07871 7.30686 -3.56541 0.357
H 4.71040 6.21916 -2.25849 0.297
O -0.13880 1.15297 -0.77144 -1.055
C 0.57837 0.62313 0.09350 0.622
N 1.01208 -0.70116 -0.13388 0.559
C 1.00348 1.26707 1.38496 -1.012
H 1.47603 -1.23891 0.66524 -0.001
H 0.45908 -1.20644 -0.76046 -0.280
H 1.01632 2.32343 1.29460 0.491
H 1.99508 0.97796 1.75399 0.021
H 0.31485 1.04345 2.14083 0.296
O 3.17601 -1.28263 2.54993 -0.642
C 4.20912 -1.17780 1.94119 0.674
N 4.18383 -0.66592 0.67094 0.088
C 5.55046 -1.61001 2.57897 -1.474
H 3.38740 -0.46217 0.12911 0.017
H 5.07877 -0.46038 0.29488 0.193
H 5.99652 -2.31477 1.95394 0.437
H 5.47530 -1.99225 3.59549 0.342
H 6.16683 -0.73026 2.57189 0.331

# 6
24
Properties=species:S:1:pos:R:3:mulliken_charge:R:1 method="wB97M-V/def2-TZVPD" homo_energy_ha="-0.2069 / -0.2027" de_lowest_kcal_mol=19.7 energy_ev=-28460.363 homo_lumo_gap_ev="4.80 / 4.73"
C 1.29523 1.40890 -1.40676 -0.110
C 0.68128 1.29648 -2.74820 -0.876
C -0.68564 1.74567 -2.67889 -0.197
C -0.82853 2.43957 -1.42741 -0.832
C 0.34219 2.16174 -0.56546 -0.388
La 0.78073 -0.51001 1.51353 0.445
P 3.46274 -0.01839 1.89104 -0.296
H 2.38314 1.33343 -1.12448 0.262
H 1.08868 0.71713 -3.60665 0.328
H -1.51221 1.42075 -3.33791 0.369
H 0.66957 2.70230 0.36852 0.350
H -1.78123 2.89020 -1.08297 0.332
H 3.58906 1.27465 2.57254 0.121
H 4.57089 -0.05545 0.99413 0.129
H 3.67881 -1.01845 2.92111 0.128
C -2.42202 -2.68003 -0.27948 -0.832
S -1.02423 -1.52621 0.09722 0.046
C -1.45467 -1.28453 1.94870 -0.773
H -2.37591 -2.86898 -1.37127 0.299
H -3.36942 -2.18408 0.00227 0.292
H -2.28281 -3.61255 0.29640 0.312
H -2.50826 -1.03258 1.97393 0.428
H -1.28769 -2.20501 2.50679 0.374
H -1.00971 -0.39456 2.54331 0.086

Repeat the fourth record exactly.
24
Properties=species:S:1:pos:R:3:mulliken_charge:R:1 method="wB97M-V/def2-TZVPD" homo_energy_ha=-0.2754 de_lowest_kcal_mol=204.6 energy_ev=-21936.418 homo_lumo_gap_ev=8.20
C 0.56746 0.55747 0.06314 0.482
C -2.77707 -0.48521 -1.44709 -0.756
C 3.31340 0.86053 -1.75477 -0.596
C 2.69932 -1.58508 1.67054 -0.671
C -2.06979 1.17007 0.07779 0.177
C 1.83225 -0.00032 -0.00198 0.013
N -0.67363 0.48701 0.10665 -0.391
O -2.52727 0.87726 -1.20295 -0.367
O 2.44027 -0.10927 -1.27090 -0.345
O 2.63634 -0.20184 1.09357 -0.368
Si -3.19880 0.40967 1.54211 0.409
H -2.86290 -0.58110 -2.54508 0.215
H -3.71058 -0.85544 -1.12457 0.281
H -1.84406 -0.98296 -1.07711 0.377
H 4.31513 0.89945 -1.32062 0.263
H 2.95587 1.94503 -1.75062 0.256
H 3.35410 0.42836 -2.76837 0.238
H 1.84934 -1.72668 2.42926 0.244
H 3.56223 -1.67557 2.24644 0.282
H 2.56839 -2.43934 1.01820 0.317
H -2.08664 2.34419 0.20879 0.277
H -3.14928 1.46548 2.51519 -0.143
H -2.49130 -0.80539 1.78256 -0.106
H -4.70281 0.00367 1.50982 -0.088